Arrangement w

Below is a cluster of 2 separate species, C2H10O2Si2 in total, with properties calculated with ωB97M-V with the def2-TZVPD basis set.

CARTESIAN COORDINATES (ANGSTROEM)
C 1.80990 2.65199 -0.20591
C -1.39651 -2.82754 0.49307
O -0.05185 0.12189 -0.66201
O -2.31899 -0.12778 1.45365
Si 0.99487 1.14559 -1.38408
Si -1.67051 -1.41756 1.74560
H 1.28053 3.46663 -0.57832
H 1.50827 2.38271 0.78344
H 2.88008 2.51947 -0.42380
H -1.91141 -2.62276 -0.37815
H -0.26107 -2.74879 0.28781
H -1.62059 -3.74268 0.79198
H -0.87125 0.53137 -0.21825
H 2.10671 0.39148 -2.04463
H 0.09435 1.75899 -2.44504
H -0.57253 -1.48302 2.78465

SMILES: C[SiH2]O.C[SiH]=O
HOMO energy (Ha): -0.360


Arrangement x

Below is an isolated molecule of C2H10O2Si2, with properties calculated with ωB97M-V with the def2-TZVPD basis set.

CARTESIAN COORDINATES (ANGSTROEM)
C -2.67161 0.88495 -0.07655
C 2.86613 -0.28353 0.63089
O 0.16970 0.44265 0.20206
O -1.15878 -1.55118 -0.60743
Si -1.25975 -0.28173 0.39942
Si 1.55994 0.27464 -0.62671
H -2.88230 1.59592 0.71556
H -2.42703 1.45592 -0.96804
H -3.59001 0.33738 -0.27338
H 2.62744 -1.25971 1.04538
H 3.85188 -0.34195 0.18319
H 2.92454 0.41622 1.46082
H 1.80454 1.64775 -1.08179
H -1.92593 -1.92370 -1.03526
H -1.32239 -0.76017 1.77859
H 1.43365 -0.65345 -1.74677

SMILES: C[SiH2]O[Si@@H](C)O
HOMO energy (Ha): -0.377


Q: What are the energies relative to the best structure? A: arrangement w 94.4; arrangement x 0.0, in kcal/mol.


Arrangement w

Below is a cluster of 2 separate species, C5H6N2O2 in total, with properties calculated with ωB97M-V with the def2-TZVPD basis set.

CARTESIAN COORDINATES (ANGSTROEM)
C 2.57207 -0.88565 0.00425
C 0.79623 0.53388 0.05028
C -1.41398 -0.44314 -0.04814
C -1.97215 0.81738 0.01989
C -1.02528 1.79663 -0.09778
H 2.23308 -1.58564 -0.70679
H 3.77021 -0.76587 -0.18546
H 2.36131 -1.48409 0.96772
H -3.12365 -2.06166 -0.47374
H -3.15264 1.01491 0.53189
H -1.33021 2.87133 0.28160
N 2.12426 0.53185 -0.04093
N -0.12525 -0.54524 -0.09856
O -1.94376 -1.66798 -0.03387
O 0.22977 1.87328 -0.17036

HOMO energy (Ha): -0.317


Arrangement x

Below is an isolated molecule of C5H6N2O2, with properties calculated with ωB97M-V with the def2-TZVPD basis set.

CARTESIAN COORDINATES (ANGSTROEM)
C 2.96900 -0.25837 0.16110
C 1.48550 0.25568 -0.22770
C -0.82992 -0.27146 -0.05773
C -2.94796 -0.27347 -0.23926
C -2.54490 0.96925 0.14333
H 3.58155 0.54317 0.09589
H 3.17469 -1.12506 -0.64036
H 2.94814 -0.57553 1.28007
H 0.61182 -1.34951 0.29282
H -4.04048 -0.55432 -0.51771
H -3.12130 1.88184 0.37989
N 0.47945 -0.57125 0.01274
N -1.83699 -1.03745 -0.35554
O 1.32031 1.39228 -0.62398
O -1.24892 0.97421 0.29644

SMILES: CC(=O)Nc1ncco1
HOMO energy (Ha): -0.325


Arrangement y

Below is a cluster of 2 separate species, C5H6N2O2 in total, with properties calculated with ωB97M-V with the def2-TZVPD basis set.

CARTESIAN COORDINATES (ANGSTROEM)
C -0.26723 0.04464 -2.09076
N -0.20634 -0.07030 -0.64971
N 1.81730 -0.37665 1.18730
C 1.53621 0.58138 0.18335
C 1.01712 0.64323 1.62888
C -1.12696 -0.32769 0.12336
C -2.11137 -0.54324 0.93733
O 2.16917 1.10332 -0.68951
O 0.46399 1.02788 2.60914
H 2.49839 -1.06382 1.48487
H 0.35807 0.89168 -2.37158
H 0.15820 -0.85841 -2.53020
H -1.28539 0.19892 -2.44964
H -2.34851 -1.53436 1.28518
H -2.67268 0.28342 1.34198

SMILES: O=c1[nH]c1=O.C=C=NC
HOMO energy (Ha): -0.326


Q: What are the energies relative to the best structure? A: arrangement w 84.3; arrangement x 0.0; arrangement y 46.2, in kcal/mol.


Arrangement w

Below is a structure of composition ArH22O11, with properties calculated with ωB97M-V with the def2-TZVPD basis set.

CARTESIAN COORDINATES (ANGSTROEM)
Ar -0.03220 -0.53376 0.19239
O -0.61872 3.91388 -0.52363
H -0.82116 3.30527 0.18689
H -0.35382 3.35252 -1.25229
O 0.59439 -1.97733 -2.97352
H -0.08879 -2.02784 -2.30498
H 0.96318 -2.86000 -3.00695
O 0.61026 1.83179 -2.16795
H 0.98871 1.07654 -1.71782
H 1.11039 1.90192 -2.98108
O -1.65979 -3.08185 -0.66644
H -2.00196 -3.29943 0.20063
H -1.45729 -3.92872 -1.06397
O -2.17676 1.41346 -1.97367
H -2.28354 2.33421 -2.21256
H -1.24165 1.24309 -2.08669
O 2.77390 0.84821 1.92999
H 3.42465 0.48176 1.33128
H 3.24104 1.54050 2.39769
O 1.34281 0.48278 4.22277
H 0.42238 0.34875 3.99676
H 1.82645 0.15057 3.46648
O -3.24490 -0.41945 2.25963
H -2.55612 -0.35745 2.92142
H -3.09829 -1.26684 1.83932
O -2.30382 1.79577 0.99826
H -2.40008 0.99337 1.51121
H -2.25155 1.49568 0.09081
O 0.78542 -4.02451 0.95230
H 1.49677 -3.52719 0.54869
H 0.01223 -3.47150 0.84014
O 2.89203 0.49002 -1.38583
H 3.05332 0.35194 -2.31920
H 3.05254 1.42385 -1.25012

HOMO energy (Ha): -0.384


Arrangement x

Below is a structure of composition ArH22O11, with properties calculated with ωB97M-V with the def2-TZVPD basis set.

CARTESIAN COORDINATES (ANGSTROEM)
Ar 0.10375 0.57495 0.06153
O -1.11020 -1.93212 -2.93421
H -1.45552 -2.07971 -3.81466
H -1.87971 -1.71528 -2.40784
O -4.13387 0.85660 0.26233
H -3.99498 0.64127 -0.65993
H -3.71229 0.14319 0.74146
O -0.43906 -3.49926 -0.78758
H 0.06400 -4.21763 -1.17113
H -0.64629 -2.92922 -1.52808
O 3.73391 -0.25913 0.16909
H 3.63945 0.42787 -0.49072
H 4.55260 -0.04931 0.61850
O -2.91921 3.11167 1.84147
H -3.40671 2.54697 1.24174
H -2.28146 2.52939 2.25434
O 1.69447 -2.57514 0.71383
H 0.88174 -2.73152 0.23295
H 2.10088 -1.83451 0.26381
O 1.60724 -0.75944 -3.29308
H 0.65711 -0.77022 -3.17745
H 1.87995 -1.66106 -3.12293
O -2.42342 -0.57819 2.20657
H -1.51801 -0.27416 2.27005
H -2.35663 -1.53305 2.20840
O 3.30308 0.99582 -2.12304
H 2.68095 0.40116 -2.54205
H 3.90426 1.24721 -2.82420
O -0.62230 1.57103 3.01775
H 0.19818 1.08014 2.97221
H -1.05440 1.24359 3.80662
O 1.15005 4.10813 1.65853
H 1.27994 4.51611 2.51463
H 0.52251 3.40384 1.82106

HOMO energy (Ha): -0.381


Arrangement y

Below is a structure of composition ArH22O11, with properties calculated with ωB97M-V with the def2-TZVPD basis set.

CARTESIAN COORDINATES (ANGSTROEM)
Ar 0.26921 -18.73860 3.96088
O -0.69549 -17.29707 6.89802
H 0.16710 -17.56198 6.57864
H -0.54506 -17.03518 7.80632
O 2.68094 -20.34952 7.48321
H 2.59857 -19.58660 6.91102
H 2.69581 -21.09716 6.88568
O -3.10953 -18.93577 2.52651
H -2.97161 -18.14168 3.04286
H -3.71279 -18.66919 1.83279
O 1.15700 -18.46015 0.41313
H 1.26692 -18.75554 -0.49069
H 0.83678 -17.56152 0.33466
O -0.14402 -15.70043 2.84288
H 0.25061 -15.19813 3.55576
H -0.80205 -15.11309 2.47106
O -1.18207 -19.95426 0.68004
H -1.70809 -19.67966 1.43113
H -0.31500 -19.58440 0.84622
O 3.52703 -18.84451 1.93247
H 3.61532 -19.78421 2.09188
H 2.70414 -18.75904 1.45103
O 1.96607 -17.25216 6.33212
H 2.46283 -16.73973 6.97000
H 2.58562 -17.41593 5.62108
O 1.09481 -14.67711 5.01494
H 1.19802 -15.39865 5.63539
H 0.64171 -13.99608 5.51205
O 3.60993 -17.52299 4.20193
H 3.31809 -17.88300 3.36440
H 4.26597 -18.14563 4.51525
O -2.30115 -16.74061 4.36631
H -1.60680 -16.46097 3.76972
H -1.84425 -16.97031 5.17546

HOMO energy (Ha): -0.379


Q: What are the energies relative to the best structure? A: arrangement w 29.7; arrangement x 16.6; arrangement y 0.0, in kcal/mol.


Arrangement w

Below is the ion C9H17N2 with charge +1, with properties calculated with ωB97M-V with the def2-TZVPD basis set.

CARTESIAN COORDINATES (ANGSTROEM)
C 1.82694 -1.92356 0.25967
C 0.34904 -1.74572 -0.17196
C -0.44465 -2.85049 -0.34377
C 1.89332 0.35689 0.19972
C 2.15565 1.07109 -1.11671
C 1.64012 1.10817 1.42833
C -1.94628 -0.69162 0.91439
C -1.77469 1.08602 -0.73615
C -1.03974 0.27172 0.20639
N 2.41237 -0.83491 0.43485
N 0.10725 -0.44913 -0.33213
H 2.34621 -2.75782 0.47962
H -1.28426 -2.94240 -0.94605
H 0.03626 -3.88273 -0.19858
H 1.48114 1.88216 -1.26293
H 2.26912 0.40205 -1.90987
H 3.17209 1.44514 -0.89373
H 1.17183 0.45905 2.17747
H 0.94779 1.92486 1.25309
H 2.49248 1.54812 1.92567
H -1.45277 -1.25976 1.73348
H -2.69802 -0.05442 1.38278
H -2.36611 -1.43984 0.38118
H -2.19760 0.50616 -1.58613
H -1.15439 1.92481 -0.97324
H -2.58832 1.49582 -0.24679
H -0.77777 0.93151 1.03439
H 0.45179 -0.07613 -1.24921

SMILES: C=C(C=[N+]=C(C)C)NC(C)C
HOMO energy (Ha): -0.500
Charge: +1


Arrangement x

Below is a cluster of 2 separate species, C9H17N2 in total, with properties calculated with ωB97M-V with the def2-TZVPD basis set.

CARTESIAN COORDINATES (ANGSTROEM)
C -1.78343 1.50534 2.64113
C -1.44890 1.35019 1.32360
C -1.02611 0.55035 3.35895
C -0.43317 0.46172 1.22787
C 0.77168 -1.02775 2.67731
C 1.15615 0.91841 -1.39935
C 0.76020 -0.60224 -3.30804
C -1.00970 -0.11962 -1.62169
C 0.76366 -1.48215 -1.08642
N -0.22988 -0.08185 2.41208
N 0.40262 -0.23086 -1.82435
H -2.43697 2.21193 2.97281
H -1.84975 1.91031 0.58282
H -0.89298 0.17120 4.36083
H 1.68415 -0.41549 2.94187
H 0.53839 -1.87724 3.38471
H 1.02935 -1.54771 1.77735
H 0.69579 1.40710 -0.47170
H 2.20991 0.63683 -1.20979
H 1.07648 1.57684 -2.20576
H 1.45887 0.11032 -3.71120
H 1.26507 -1.58794 -3.50517
H -0.16074 -0.49269 -3.82202
H -1.69293 -0.87062 -1.98911
H -1.07788 0.06528 -0.45478
H -1.40890 0.80390 -2.04361
H 1.76476 -1.52120 -0.59470
H -0.12573 -1.82238 -0.41362

HOMO energy (alpha / beta) (Ha): -0.435 / -0.423
Charge: +1


Q: What are the energies relative to the best structure? A: arrangement w 0.0; arrangement x 103.6, in kcal/mol.


Arrangement w

Below is a cluster of 2 separate species, C4H10OS in total, with properties calculated with ωB97M-V with the def2-TZVPD basis set.

CARTESIAN COORDINATES (ANGSTROEM)
C 1.59433 1.33040 -1.91209
S 1.92916 2.14476 -0.33520
C 0.89908 1.11607 0.72091
H 2.29680 0.50716 -2.02989
H 1.68387 2.08964 -2.68479
H 0.57362 0.94914 -1.93178
H 1.06984 1.42836 1.75535
H -0.14827 1.31538 0.51063
H 1.19716 0.06755 0.72310
O -1.23743 -0.55024 2.17155
C -1.12121 -1.49143 1.42969
C -1.89333 -1.69271 0.14704
H -0.47250 -2.32260 1.76094
H -2.55234 -2.54881 0.27902
H -1.21500 -1.48539 -0.68122
H -2.60376 -0.85728 0.07675

SMILES: CC=O.CSC
HOMO energy (Ha): -0.310


Arrangement x

Below is a cluster of 2 separate species, C4H10OS in total, with properties calculated with ωB97M-V with the def2-TZVPD basis set.

CARTESIAN COORDINATES (ANGSTROEM)
C 1.43024 1.33932 0.81304
C 1.43970 -0.16208 1.03699
S 1.75575 -1.02810 -0.52552
H 2.35562 1.71666 0.37941
H 0.67390 1.65995 0.08726
H 1.17296 1.87292 1.73501
H 0.49216 -0.52174 1.43222
H 2.25786 -0.44288 1.69817
H 0.87626 -0.29658 -1.27690
C -2.45670 -0.94580 -0.44178
C -2.11579 0.20251 0.17965
O -2.10741 1.28186 -0.68637
H -2.71437 -1.83880 0.10002
H -2.44379 -0.83651 -1.51687
H -1.92122 0.22199 1.24276
H -1.80192 2.05200 -0.20763

SMILES: C=CO.CCS
HOMO energy (Ha): -0.326


Q: What are the energies relative to the best structure? A: arrangement w 0.0; arrangement x 8.4, in kcal/mol.